# 1
{"formula": "C2H10IO6PSi2", "method": "ωB97M-V with the def2-TZVPD basis set", "elements": ["I", "P", "Si", "Si", "O", "O", "O", "O", "O", "O", "C", "C", "H", "H", "H", "H", "H", "H", "H", "H", "H", "H"], "positions_angstrom": [[-0.637, -4.245, 2.341], [1.251, 2.086, -0.310], [-0.382, -0.651, 0.240], [1.137, -3.082, 1.157], [2.590, 2.623, -0.057], [-3.309, 0.542, -0.732], [0.049, 3.144, -0.277], [0.521, -2.031, 0.065], [-2.053, 0.826, -1.368], [1.067, 1.508, -1.793], [-1.305, -0.398, -1.373], [0.759, 0.750, 0.783], [1.828, 1.767, -2.325], [-3.231, 1.044, 0.091], [1.703, 0.317, 1.127], [0.297, 1.209, 1.662], [-1.359, -0.838, 1.338], [-0.179, 3.433, 0.610], [1.930, -2.347, 2.159], [1.930, -4.094, 0.451], [-0.627, -0.329, -2.227], [-1.981, -1.235, -1.561]], "atomic_forces_ev_per_a": [[-0.05, 0.00, 0.03], [-0.17, -0.07, -0.20], [-0.05, 0.01, -0.12], [0.12, -0.03, -0.11], [0.01, 0.02, 0.08], [0.11, -0.01, 0.04], [-0.03, -0.21, -0.03], [-0.06, 0.03, 0.19], [-0.07, -0.02, -0.01], [0.06, 0.02, 0.17], [0.02, -0.07, -0.08], [-0.05, 0.12, 0.01], [0.07, 0.02, -0.12], [-0.03, 0.02, -0.03], [-0.05, -0.09, 0.02], [0.09, 0.01, 0.02], [0.05, 0.00, 0.02], [0.06, 0.18, 0.07], [0.00, -0.03, 0.01], [0.02, 0.02, -0.02], [-0.02, 0.07, 0.09], [0.00, 0.00, -0.02]], "nbo_charge": [-0.24, 2.37, 1.67, 1.24, -1.09, -0.45, -0.98, -1.26, -0.28, -1.00, -0.55, -1.35, 0.52, 0.46, 0.29, 0.27, -0.21, 0.50, -0.20, -0.18, 0.24, 0.22], "smiles": "O=P(O)(O)C[Si@@H](COO)O[SiH2]I", "e_lumo_ev": 0.219, "homo_lumo_gap_ev": 10.1, "spin_multiplicity": 1, "largest_force_ha_per_bohr": 0.005}

# 2
{"formula": "C3H6N2", "method": "ωB97M-V with the def2-TZVPD basis set", "elements": ["N", "N", "C", "C", "C", "H", "H", "H", "H", "H", "H"], "positions_angstrom": [[-0.716, 1.766, 1.461], [-0.154, 1.040, 0.363], [0.426, -0.677, -1.066], [0.699, -1.961, -1.385], [-0.285, -0.224, 0.226], [-0.809, -0.966, 0.915], [-0.953, 1.094, 2.265], [0.740, 0.216, -1.553], [0.201, 2.410, 1.838], [1.303, -2.345, -2.203], [0.575, -2.878, -0.677]], "atomic_forces_ev_per_a": [[3.35, 0.04, 1.75], [-0.52, 0.20, 1.16], [-0.87, -1.92, 2.02], [0.40, -0.99, 1.71], [0.52, -0.35, -1.04], [0.64, 1.08, -0.72], [0.46, 1.15, -1.26], [0.26, 0.16, -1.01], [-3.51, -2.29, -1.31], [-0.15, 0.86, -0.38], [-0.58, 2.05, -0.92]], "nbo_charge": [-0.64, -0.25, -0.21, -0.40, 0.01, 0.17, 0.33, 0.23, 0.36, 0.21, 0.19], "smiles": "C=C/C=N/N", "e_above_lowest_kj_mol": 294.2, "e_lumo_ev": 0.938, "homo_lumo_gap_ev": 9.9, "spin_multiplicity": 1, "largest_force_ha_per_bohr": 0.085}

# 3
{"formula": "C27H31BrN5NdO2S", "method": "ωB97M-V with the def2-TZVPD basis set", "elements": ["Nd", "Br", "S", "O", "O", "N", "N", "N", "N", "N", "C", "C", "C", "C", "C", "C", "C", "C", "C", "C", "C", "C", "C", "C", "C", "C", "C", "C", "C", "C", "C", "C", "C", "C", "C", "C", "C", "H", "H", "H", "H", "H", "H", "H", "H", "H", "H", "H", "H", "H", "H", "H", "H", "H", "H", "H", "H", "H", "H", "H", "H", "H", "H", "H", "H", "H", "H", "H"], "positions_angstrom": [[0.140, 0.889, 0.648], [-6.573, 3.916, 0.157], [0.030, -1.418, 2.248], [-1.449, 0.908, -0.892], [-1.510, 2.709, 1.011], [-4.757, -0.612, -2.827], [3.756, 0.234, 1.858], [-2.645, -0.215, -3.136], [0.926, -3.333, 3.909], [2.523, -2.003, 3.286], [3.117, 0.811, -0.541], [4.052, 2.102, -2.335], [3.237, -3.041, 4.042], [-2.194, -1.799, -5.008], [-3.852, 3.263, 0.419], [2.011, 1.640, -0.503], [-2.603, 1.489, -0.709], [-1.119, 4.099, 1.166], [-4.998, 1.849, -1.145], [1.248, -2.298, 3.179], [5.147, 0.677, 1.764], [-4.347, -1.457, -3.842], [3.203, -0.239, 0.522], [-3.722, 0.127, -2.415], [-0.400, -3.827, 4.116], [3.036, 3.032, -2.158], [-2.709, 2.522, 0.219], [-4.969, -2.371, -4.665], [-4.996, 2.908, -0.255], [-2.989, -1.194, -4.047], [2.954, 1.321, 2.501], [1.990, 2.726, -1.317], [-2.852, -2.718, -5.867], [-4.216, -3.002, -5.645], [4.145, 1.011, -1.457], [2.071, -3.911, 4.627], [-3.795, 1.170, -1.370], [-5.725, -0.474, -2.517], [4.952, 0.285, -1.496], [5.250, 1.595, 1.141], [5.779, -0.113, 1.309], [-1.241, 4.659, 0.272], [5.551, 0.821, 2.740], [-0.105, 4.064, 1.516], [-1.141, -1.700, -5.049], [2.211, -0.701, 0.697], [3.864, -1.059, 0.255], [1.878, -3.804, 5.690], [3.008, 3.947, -2.722], [2.847, 2.204, 1.835], [-0.501, -4.817, 3.655], [-1.746, 0.172, -2.901], [-6.010, -2.634, -4.550], [-0.614, -3.882, 5.175], [4.855, 2.330, -3.060], [-2.296, -3.255, -6.610], [-5.863, 1.462, -1.660], [-1.138, -3.114, 3.721], [1.998, 0.822, 2.780], [3.883, -2.684, 4.829], [3.834, -3.671, 3.355], [-1.709, 4.523, 2.004], [2.152, -4.962, 4.330], [3.113, -1.307, 2.765], [3.483, 1.609, 3.406], [1.116, 3.388, -1.241], [-4.760, -3.779, -6.260], [-3.818, 4.112, 1.053]], "atomic_forces_ev_per_a": [[0.03, 0.00, 0.46], [0.44, -0.47, -0.35], [0.47, -0.32, 0.41], [0.62, -0.84, -0.45], [-1.03, 0.26, -1.33], [-0.83, 0.28, 0.27], [-0.76, 0.34, -0.24], [-0.70, 0.51, 1.14], [-0.29, -0.38, 0.20], [1.93, 0.29, 0.01], [0.84, -0.37, 0.04], [1.12, 0.36, 0.35], [-0.41, -1.45, 0.00], [-1.71, -1.57, -0.89], [1.08, -0.51, -0.21], [-0.62, -0.94, 0.79], [-0.82, 0.70, 0.37], [-0.71, -0.51, 2.01], [0.64, -0.30, 0.30], [-0.79, 1.26, -0.82], [0.29, -0.43, -1.54], [0.87, -0.01, -1.00], [0.64, 0.10, 0.89], [-0.12, 0.33, 0.33], [-0.90, -0.08, -0.12], [-0.03, -0.26, -0.66], [0.92, 0.17, 1.07], [-0.48, -0.52, -0.12], [-1.46, 0.22, -0.18], [0.45, -0.06, -0.16], [0.24, -1.20, -0.85], [-0.85, 1.54, -0.21], [-0.15, 0.82, 1.70], [-0.52, -0.73, -0.82], [-0.45, 0.04, -0.40], [0.01, 0.47, -1.07], [0.36, -0.71, -1.02], [0.78, -0.25, -0.15], [0.08, 0.24, -0.16], [0.04, -0.43, 0.46], [-0.46, 0.36, 0.06], [-0.04, 0.34, -0.83], [0.12, 0.37, 0.74], [0.66, 0.21, -0.09], [0.79, 0.47, -0.13], [0.34, 0.02, 0.24], [0.00, -0.16, -0.25], [0.30, -0.08, 0.19], [0.10, 0.14, -0.29], [-0.11, -0.36, 0.40], [-0.19, 0.22, 0.13], [0.27, -0.02, -0.12], [-0.07, 0.05, 0.04], [0.14, -0.26, 0.33], [-0.53, -0.35, 0.46], [0.12, -0.09, -0.24], [-0.35, 0.58, 0.06], [0.37, -0.47, -0.13], [0.17, 0.65, 0.06], [0.10, 0.47, 0.03], [-0.18, 0.44, 0.29], [0.23, -0.03, -0.62], [0.12, 0.17, 0.38], [-0.92, -0.04, 0.16], [-0.23, 0.08, 0.12], [0.34, 0.11, -0.33], [0.90, 1.05, 0.63], [-0.22, 0.51, 0.63]], "lowdin_spin": [3.04, 0.00, -0.01, 0.00, 0.00, 0.00, 0.00, 0.00, 0.00, 0.00, 0.00, 0.00, 0.00, 0.00, 0.00, -0.02, 0.00, 0.00, 0.00, 0.00, 0.00, 0.00, 0.00, 0.00, 0.00, 0.00, 0.00, 0.00, 0.00, 0.00, 0.00, 0.00, 0.00, 0.00, 0.00, 0.00, 0.00, 0.00, 0.00, 0.00, 0.00, 0.00, 0.00, 0.00, 0.00, 0.00, 0.00, 0.00, 0.00, 0.00, 0.00, 0.00, 0.00, 0.00, 0.00, 0.00, 0.00, 0.00, 0.00, 0.00, 0.00, 0.00, 0.00, 0.00, 0.00, 0.00, 0.00, 0.00], "e_lumo_ev": [-5.373, -5.353], "homo_lumo_gap_ev": [8.1, 8.1], "spin_multiplicity": 4, "total_charge": 2, "s2": 3.75, "largest_force_ha_per_bohr": 0.048}